Record 1
DFT (the ωB97M-V functional and the def2-TZVPD basis) results for C6H13NO3 as an isolated structure in a non-equilibrium geometry.

CARTESIAN COORDINATES (ANGSTROEM)
H -1.4008 -0.5330 -2.7969
H -1.3467 1.2396 -1.2481
C 1.3270 -0.2729 0.0353
H -1.5227 -0.7986 3.0541
O 0.1682 1.6201 -2.6304
H -0.8821 -1.2059 -1.3099
H 1.6238 2.3071 0.8707
O 0.6364 -0.7077 1.3551
H 0.4148 3.0394 -0.1806
C 0.8032 0.9495 -0.6010
C 0.6751 2.1274 0.3591
N -0.6506 -0.5842 -2.1133
H -0.0860 1.9635 1.1322
H 0.1867 -0.9046 -2.5956
H 1.3204 -1.1662 -0.5887
H 1.2390 1.4652 -1.8575
C -0.4671 -1.4129 1.3142
C -1.0247 -1.6979 2.6856
H 2.3329 -0.1083 0.4144
O -1.0225 -1.8020 0.2901
C -0.3517 0.9326 -1.5993
H -1.7487 -2.5070 2.6294
H -0.2236 -1.9433 3.3812

Cartesian forces, eV/Å:
0.04 0.03 0.05
0.01 -0.01 -0.06
-0.22 -0.35 0.53
0.03 -0.02 -0.03
-0.58 -0.01 -0.14
0.06 0.09 -0.13
-0.02 0.00 0.00
0.17 0.21 -0.51
0.00 -0.04 -0.01
0.01 0.38 -0.52
-0.02 -0.08 0.00
0.05 0.34 0.24
0.03 0.02 -0.01
-0.01 0.10 0.03
0.01 0.01 0.02
0.03 -0.50 0.92
-0.12 -0.02 -0.20
0.05 -0.02 -0.05
-0.03 -0.02 -0.03
0.19 0.11 0.30
0.30 -0.28 -0.34
0.03 0.04 -0.02
-0.03 0.02 -0.03

Computed properties:
2S+1 ... 1
Orbital gap ... 0.3002 Ha
DFT total energy ... -14062.981 eV
LUMO energy ... 0.023 Eh
Relative energy (zero: lowest compared OMol25 entry of this formula, charge and spin) ... 352.0 kJ/mol

Atomic partial charges in e from the Mulliken method, atoms 1 to 4: H 0.368; H 0.309; C -1.230; H 0.260

Record 2
DFT (the ωB97M-V functional and the def2-TZVPD basis) results for a 4-piece molecular cluster, C6H13NO3 overall in a non-equilibrium geometry.

CARTESIAN COORDINATES (ANGSTROEM)
H -1.3730 -0.8429 -0.2394
C 1.0884 -0.6231 2.4840
H 0.3042 -1.9407 -1.2872
O -2.2660 -0.0644 -1.0815
H -0.0847 1.6790 -3.2741
C 0.9461 -1.4113 -0.5703
H -0.0469 -0.0918 -3.0676
H 0.9594 1.1167 1.3599
H 1.8615 -1.0649 -1.0637
H -1.6988 -0.1640 2.1142
H -0.8378 1.2073 3.0244
O -0.1328 2.2171 -0.8160
O 0.6316 -1.1187 3.4849
C -0.9874 0.6717 2.0806
H 2.1548 -0.8019 2.2122
C 0.3009 0.8632 -2.6548
H 1.3993 0.8558 -2.6805
C -0.1841 1.0622 -1.2295
N 0.2704 -0.3271 0.1170
H -1.5200 1.3745 1.4297
H 1.2426 -2.2279 0.1037
H -2.3586 -0.5819 -1.9131
C 0.3309 0.2130 1.4669

Cartesian forces, eV/Å:
-1.08 3.13 -2.13
0.43 -1.11 -0.36
-0.04 0.59 -0.07
2.61 -2.39 1.41
0.07 -0.12 0.37
0.91 -0.35 0.82
0.15 0.23 0.00
0.05 0.06 0.31
-0.02 -0.18 -0.12
0.31 0.02 0.68
0.00 -0.60 -0.03
-1.21 -4.36 -0.29
0.09 0.57 -0.54
-0.96 0.04 -1.21
-0.11 0.07 0.14
-0.80 -1.77 -0.24
-0.34 0.12 0.28
2.82 3.68 2.73
-4.09 0.51 -2.85
0.45 0.05 -0.15
0.03 0.32 0.20
0.04 0.31 0.84
0.68 1.18 0.22

Computed properties:
2S+1 ... 1
Orbital gap ... 0.3363 Ha
DFT total energy ... -14060.177 eV
LUMO energy ... 0.005 Eh
Relative energy (zero: lowest compared OMol25 entry of this formula, charge and spin) ... 622.5 kJ/mol

Atomic partial charges in e from the Mulliken method, atoms 1 to 4: H 0.433; C -0.246; H 0.289; O -0.750

Record 3
DFT (the ωB97M-V functional and the def2-TZVPD basis) results for one molecule with the formula C6H13NO4 in a non-equilibrium geometry.

CARTESIAN COORDINATES (ANGSTROEM)
N 0.9905 1.0379 -0.8965
H -2.7550 -0.6008 0.2086
H -0.4848 -0.2984 1.8510
O -1.0632 -1.7490 -1.1515
H 2.2351 -1.6083 0.8518
C -1.1647 1.1893 0.4534
H -0.0390 2.7693 -0.2334
H 0.1386 -2.1687 0.4596
H 1.5165 -0.9016 -1.4354
H -1.8013 1.5892 1.2413
H -1.9012 -1.5246 -0.8345
C 1.1127 -0.4278 -0.6016
H -2.1493 1.9950 -1.1172
C 2.0665 -0.5817 0.5985
C -0.1473 -1.2807 -0.1746
O -2.2695 -0.8937 1.0096
C 0.1885 1.7797 0.1742
H 0.7291 1.9403 1.0721
C -0.9686 -0.3447 0.8144
H 1.7004 0.0087 1.3912
H 1.9215 1.4929 -0.8171
O -2.0646 1.2018 -0.6050
H 4.0331 -0.3447 0.7224
O 3.3223 -0.0114 0.1631

Cartesian forces, eV/Å:
-1.31 0.26 1.45
-0.19 0.15 0.95
-0.48 -0.39 -1.38
3.19 -0.13 -1.23
-0.15 -0.63 0.37
0.21 -2.40 0.18
0.44 0.17 -0.07
0.26 0.85 -0.78
0.96 -0.67 -1.55
1.10 0.45 0.95
-1.91 0.13 0.47
-0.51 0.11 2.11
0.37 0.72 -0.08
1.21 0.25 -2.23
-1.25 1.82 1.48
-0.03 0.17 -0.66
-0.43 0.36 -2.13
0.56 -0.03 1.10
-0.01 0.68 1.50
-0.47 0.34 1.32
-0.66 -0.99 -0.38
-0.77 -1.22 -1.53
-0.16 0.10 -0.05
0.02 -0.11 0.22

Computed properties:
2S+1 ... 1
Orbital gap ... 0.3594 Ha
DFT total energy ... -16110.821 eV
LUMO energy ... 0.023 Eh
Relative energy (zero: lowest compared OMol25 entry of this formula, charge and spin) ... 190.8 kJ/mol
SMILES string ... OC[C@@H]1NC[C@@H](O)[C@@H](O)[C@H]1O

Atomic partial charges in e from the Mulliken method, atoms 1 to 4: N -0.483; H 0.427; H 0.331; O -0.581

Record 4
DFT (the ωB97M-V functional and the def2-TZVPD basis) results for a 2-piece molecular cluster, C6H13NO5 overall in a non-equilibrium geometry.

CARTESIAN COORDINATES (ANGSTROEM)
O 1.2250 -1.5715 -0.3715
H 2.2971 -0.4088 1.0186
N 1.1079 2.4211 0.5971
C -1.1249 -0.8480 -1.4505
O 0.3183 -1.2524 2.1941
C -0.6173 -0.7638 1.2815
O 2.6831 0.1104 -0.9379
H 0.2542 0.9010 -0.9436
C -0.2765 -1.4787 -0.1805
H -1.7413 0.2896 -2.7195
H 2.9880 -0.8353 -1.3603
H 0.2632 3.1111 0.1187
H -0.4410 1.0768 2.1695
C 1.7442 -0.1392 0.0206
O -1.7068 1.3262 0.7509
H -1.6111 -0.9772 1.6138
C -0.5110 0.7178 1.0921
C 0.7859 0.9962 0.1329
H -0.9206 -1.1755 -2.5275
H -2.1408 -1.3766 -1.1922
O -1.4228 0.5123 -1.7350
H -0.8159 -2.5815 -0.4768
H -1.4580 1.3561 -0.4001
H 1.9731 2.6895 0.0141
H -0.8516 -2.0996 3.2915

Cartesian forces, eV/Å:
-3.66 3.51 1.14
-1.16 0.69 -1.41
0.11 1.15 -4.01
-1.84 -2.92 0.37
-3.07 -2.24 3.19
0.29 -1.82 -2.76
1.61 -2.51 -2.58
1.74 1.08 2.18
-0.73 -1.60 -2.40
0.64 2.18 3.16
-1.20 3.47 1.79
3.03 -2.72 1.75
1.31 -0.23 -1.15
2.85 -3.29 2.72
1.41 0.43 -6.40
-0.64 -0.14 -0.46
1.99 -0.23 2.87
-5.51 1.26 -0.63
0.92 -1.05 2.00
1.42 1.07 -0.47
-0.97 -0.42 -3.74
2.22 2.42 1.80
-2.46 0.16 4.27
-1.56 -0.11 1.11
3.28 1.86 -2.35

Computed properties:
2S+1 ... 1
Orbital gap ... 0.2547 Ha
DFT total energy ... -18149.158 eV
LUMO energy ... -0.079 Eh
Relative energy (zero: lowest compared OMol25 entry of this formula, charge and spin) ... 1043.5 kJ/mol

Atomic partial charges in e from the Mulliken method, atoms 1 to 4: O -0.476; H 0.245; N -0.752; C -0.890

Record 5
DFT (the ωB97M-V functional and the def2-TZVPD basis) results for one molecule with the formula C6H13NS in a non-equilibrium geometry.

CARTESIAN COORDINATES (ANGSTROEM)
S 1.8802 -0.6616 -0.7502
C -1.0725 1.2592 -0.0816
N -1.1994 -0.1779 -0.2608
H -3.2219 0.2159 -0.4082
C 0.4557 -0.2086 1.5629
C 1.2823 0.5230 0.4249
C 0.3984 1.6029 -0.2797
C -2.5219 -0.5812 -0.7209
H -1.6062 -0.9907 1.6541
H 0.0809 0.5524 2.3198
H -2.6924 -1.6016 -0.3392
H -1.4038 1.4914 1.0252
H 0.6747 2.5291 0.1559
H -1.5626 1.7498 -0.8723
C -0.7844 -0.9270 0.9272
H 2.2051 0.9304 0.8284
H 0.6599 1.6169 -1.3512
H 0.7136 -1.1766 -1.1461
H -0.5232 -1.9706 0.6450
H -2.5855 -0.6078 -1.8098
H 1.0275 -0.9164 2.1309

Cartesian forces, eV/Å:
1.10 -0.98 -0.67
1.23 -0.90 2.32
-0.18 -0.59 -0.32
-0.43 -0.87 0.27
-1.04 1.36 -0.31
-1.38 -0.49 0.72
0.73 -1.22 0.43
0.38 0.35 0.08
0.02 0.06 0.17
0.50 -0.69 -0.92
-0.57 0.59 -0.10
0.09 0.33 -2.14
-0.06 1.24 0.31
-1.39 0.76 -0.45
0.84 0.39 0.01
-0.06 0.25 0.15
-0.20 0.04 0.45
-0.14 0.17 -0.01
-0.13 0.62 0.06
0.15 -0.08 -0.10
0.55 -0.34 0.06

Computed properties:
2S+1 ... 1
Orbital gap ... 0.3418 Ha
DFT total energy ... -18757.288 eV
LUMO energy ... 0.036 Eh
Relative energy (zero: lowest compared OMol25 entry of this formula, charge and spin) ... 95.4 kJ/mol
SMILES string ... CN1CCC(S)CC1

Atomic partial charges in e from the Mulliken method, atoms 1 to 4: S -0.248; C -0.709; N 0.092; H 0.274

Record 6
DFT (the ωB97M-V functional and the def2-TZVPD basis) results for C6H13NaO3 as an isolated structure in a non-equilibrium geometry.

CARTESIAN COORDINATES (ANGSTROEM)
Na 0.2654 0.5512 1.6838
H 2.0872 -2.1354 0.1402
C 1.1426 -0.4658 -0.8919
C 1.0372 2.2313 -0.4016
H -0.3292 -3.6516 1.0049
H 0.9655 -3.1841 2.1550
O -1.2585 1.9749 -1.0773
O 1.7143 0.5463 -0.1222
H 1.6753 -0.6149 -1.8528
H 0.6752 -2.5634 -0.8500
H 0.0951 -0.1970 -1.1384
O 0.2275 -1.6550 0.9550
C 1.0837 -1.7947 -0.1696
H -2.3185 0.4377 -0.1808
H -0.7249 -2.6680 2.4459
H -0.6059 3.3976 0.2693
H 1.4361 3.2455 -0.2452
C 0.0310 -2.8524 1.6734
H -3.1180 1.2956 -1.5314
C -2.4759 1.4275 -0.6494
C -0.3624 2.3708 -0.0538
H 1.7318 2.2340 -1.2603
H -2.9745 2.0699 0.0969

Cartesian forces, eV/Å:
0.17 0.16 -0.45
-0.22 0.19 0.10
-0.48 0.81 -0.49
-0.76 1.22 -1.52
0.08 0.17 0.19
-0.20 0.03 -0.12
-0.38 -0.47 -0.09
0.41 0.13 1.70
-0.11 0.00 0.23
0.00 0.18 0.15
0.17 -0.13 -0.14
-0.16 0.10 0.35
0.36 -0.26 -0.33
-0.06 0.10 -0.06
0.17 -0.03 -0.19
0.11 -0.41 0.21
0.69 -0.31 2.88
0.03 -0.29 0.04
0.13 0.10 0.28
0.03 -0.11 0.22
1.69 0.04 -1.48
-1.69 -1.14 -1.24
0.01 -0.09 -0.24

Computed properties:
2S+1 ... 1
Orbital gap ... 0.2385 Ha
DFT total energy ... -16986.998 eV
LUMO energy ... -0.010 Eh
Relative energy (zero: lowest compared OMol25 entry of this formula, charge and spin) ... 198.5 kJ/mol

Atomic partial charges in e from the Mulliken method, atoms 1 to 4: Na 0.885; H 0.352; C -0.433; C -0.417

Record 7
DFT (the ωB97M-V functional and the def2-TZVPD basis) results for a 2-piece molecular cluster, C6H13O2 overall in a non-equilibrium geometry.

CARTESIAN COORDINATES (ANGSTROEM)
C 0.8268 -0.1505 -2.7972
H -1.9469 -1.3669 2.2300
C -0.9601 -1.1972 2.6546
C 1.3028 -0.3636 1.7029
H -1.2409 1.5803 -0.5003
O 1.7077 -1.4981 1.9740
H -0.7541 0.1986 0.9923
H -0.3214 -2.0866 2.7525
H 0.6011 1.9602 -2.5744
O 1.8454 0.6748 1.2509
C -0.2553 -0.0340 1.9446
H -0.3453 0.9294 2.4501
H -1.7212 0.7890 -1.9112
H 1.8793 -0.1203 -3.0020
H -0.9047 -0.1009 -0.7138
H 0.5706 -1.1067 -2.2467
H -1.1653 -1.0009 3.7279
H 0.0567 -0.2161 -3.5912
H 1.2595 1.1072 -1.1725
C 0.4617 1.1226 -1.9312
C -0.8965 0.8795 -1.2392

Cartesian forces, eV/Å:
-2.52 -0.24 1.44
-0.05 -0.55 -0.19
-0.32 0.50 1.35
-1.93 1.78 -0.17
0.37 0.68 0.32
0.53 -0.09 -0.10
0.54 -0.52 0.51
-0.24 0.16 -0.87
-0.43 0.99 -0.26
1.04 -0.57 -0.18
0.20 -1.02 0.09
0.27 -0.17 0.45
-0.57 0.07 -1.08
0.28 -0.21 -0.88
0.43 0.62 -0.53
0.72 1.09 -0.06
0.03 0.38 -0.33
1.09 0.21 -0.54
-0.44 0.54 0.11
0.62 -2.95 0.95
0.37 -0.71 -0.04

Computed properties:
2S+1 ... 1
Net charge ... -1
Orbital gap ... 0.2778 Ha
DFT total energy ... -10528.579 eV
LUMO energy ... 0.140 Eh
Relative energy (zero: lowest compared OMol25 entry of this formula, charge and spin) ... 108.6 kJ/mol

Atomic partial charges in e from the Mulliken method, atoms 1 to 4: C -1.204; H 0.322; C -1.126; C 0.585

Record 8
DFT (the ωB97M-V functional and the def2-TZVPD basis) results for C6H13O2 as an isolated structure in a non-equilibrium geometry.

CARTESIAN COORDINATES (ANGSTROEM)
H 2.4241 0.9187 1.1467
H 3.0919 0.4881 -1.2511
H -1.6641 2.3691 1.8637
C -0.2615 -0.5540 -0.3708
C 2.7689 -0.0532 0.7688
C -1.6399 -0.2341 -0.7009
H -1.0433 0.1570 0.3762
H -1.7054 0.6624 -1.2898
O -2.0919 1.5419 1.4849
C 0.7975 0.4313 -0.7677
H -3.8825 -0.5432 -0.5681
H 0.7331 1.1963 0.1217
O 4.1831 -0.3053 0.8407
H 0.5477 0.8340 -1.7293
C 2.2487 -0.0755 -0.7119
C -2.9308 -0.8511 -0.1356
H 0.0982 -1.6357 -0.1157
H 2.2068 -1.0504 -1.2073
H -3.1089 -0.5033 0.9114
H -2.9667 -1.9718 -0.0446
H 2.1947 -0.8211 1.3786

Cartesian forces, eV/Å:
0.16 0.47 0.23
-1.73 -0.26 0.43
-0.72 -1.69 -0.77
-1.34 -1.98 -2.18
2.82 -2.07 -0.42
1.12 -1.28 1.24
-0.34 1.03 1.72
-0.34 0.45 0.16
1.11 0.69 -0.06
0.80 1.14 2.08
0.49 0.22 -0.79
-0.08 -0.59 -1.89
-3.06 0.73 -0.13
-0.30 0.74 -0.36
0.67 0.07 0.13
-0.07 -1.06 1.00
-1.12 2.23 0.58
0.55 -0.39 0.37
0.83 0.20 -0.56
0.49 0.94 -0.44
0.06 0.39 -0.34

Computed properties:
2S+1 ... 1
Net charge ... -1
Orbital gap ... 0.1844 Ha
DFT total energy ... -10522.014 eV
LUMO energy ... 0.086 Eh
Relative energy (zero: lowest compared OMol25 entry of this formula, charge and spin) ... 742.1 kJ/mol

Atomic partial charges in e from the Mulliken method, atoms 1 to 4: H 0.215; H 0.254; H 0.147; C 0.060

Record 9
DFT (the ωB97M-V functional and the def2-TZVPD basis) results for one molecule with the formula C6H13O2PS2 in a non-equilibrium geometry.

CARTESIAN COORDINATES (ANGSTROEM)
S 3.8395 1.8114 0.3268
H 0.9708 -2.0297 -1.0544
P 3.0088 -0.0350 -0.1960
H 5.0188 1.5114 -0.2170
C -0.3817 -0.3565 1.6415
C -0.0513 1.8926 -0.3371
H -0.2456 0.6327 2.0672
O 0.8702 0.2835 -1.8500
C -1.3931 -0.0050 -1.3088
H -0.0541 -1.0917 2.3728
H -1.4327 -0.5192 1.4381
C 0.0138 0.4331 -0.8329
C 0.5127 -1.9734 -0.0661
H -2.0951 -0.0583 -0.4863
H -1.7381 0.7372 -2.0209
H -0.9301 2.0703 0.2747
H -1.3335 -0.9625 -1.8155
H -0.0823 2.5408 -1.2099
O 1.7696 -0.1214 0.7857
S 4.2180 -1.5547 -0.2777
H 0.8400 2.1468 0.2320
C 0.4581 -0.5218 0.3831
H -0.4824 -2.4049 -0.1017
H 1.1174 -2.5455 0.6365

Cartesian forces, eV/Å:
-0.57 -0.28 -0.28
-0.06 -0.08 0.00
-1.06 -0.71 -0.18
0.21 -0.13 -0.08
0.31 0.02 -0.08
0.06 -0.30 -0.16
-0.03 0.12 0.04
2.67 -0.31 0.56
0.44 0.02 0.00
-0.03 -0.05 0.13
-0.12 -0.04 -0.05
-0.50 0.06 1.04
0.21 0.13 -0.04
-0.21 0.01 0.11
-0.10 0.08 -0.11
-0.10 0.12 0.15
-0.02 -0.11 -0.04
-0.07 0.02 -0.05
1.20 0.61 -0.20
-0.81 1.12 -0.44
0.05 0.10 0.10
-1.31 -0.31 -0.43
-0.12 -0.02 -0.03
-0.03 -0.06 0.04

Computed properties:
2S+1 ... 1
Orbital gap (alpha / beta) ... 0.2447 / 0.2457 Ha
DFT total energy ... -41486.215 eV
LUMO energy (alpha / beta) ... -0.078 / -0.078 Eh
Relative energy (zero: lowest compared OMol25 entry of this formula, charge and spin) ... 184.1 kJ/mol

Atomic partial charges in e from the Mulliken method, atoms 1 to 4: S -0.209; H 0.394; P 0.702; H 0.190

Record 10
DFT (the ωB97M-V functional and the def2-TZVPD basis) results for a 2-piece molecular cluster, C6H13O4 overall in a non-equilibrium geometry.

CARTESIAN COORDINATES (ANGSTROEM)
H -1.9699 1.0593 0.7378
H -1.8937 -1.6910 -0.5606
H -1.8591 -0.1314 -1.4367
C -1.2500 -0.9095 -0.9705
C 0.5604 0.8888 -0.4909
H -0.6444 -1.3982 -1.7248
C -1.3242 0.2981 1.1809
H 2.0992 1.2447 -1.9373
C 1.3775 1.6376 0.5678
H -1.9428 -0.4794 1.6326
H 2.0195 -0.4497 -1.3557
O 0.4796 -1.1888 0.6665
H 1.9473 0.9086 1.1563
H -0.1887 2.4604 -1.4278
H 2.0587 2.3181 0.0367
O -1.0304 -4.8197 2.7774
C 1.4278 0.4186 -1.6645
H 0.8320 0.1057 -2.5319
H 0.7399 2.1998 1.2631
O -0.5019 1.6840 -0.9437
H -0.7729 0.7360 2.0050
O 0.1725 -4.5220 2.8455
C -0.3365 -0.3701 0.1748

Cartesian forces, eV/Å:
0.23 -0.26 -0.08
-0.03 0.15 0.13
0.18 -0.14 0.24
0.48 -0.46 -0.15
-0.23 0.03 -0.07
0.12 -0.07 -0.27
0.38 -0.08 0.63
-0.13 -0.27 -0.10
-0.07 -0.59 0.05
-0.02 -0.11 -0.19
0.10 0.23 -0.05
2.36 -2.03 1.22
0.12 0.26 -0.15
0.18 -0.23 0.12
-0.13 -0.09 0.33
3.13 0.78 0.17
-0.06 -0.36 0.42
0.07 0.28 0.31
0.13 -0.14 -0.38
-0.25 0.95 -0.54
0.12 0.20 0.19
-3.13 -0.77 -0.18
-3.57 2.72 -1.65

Computed properties:
2S+1 ... 2
Orbital gap (alpha / beta) ... 0.2853 / 0.3339 Ha
DFT total energy ... -14616.755 eV
LUMO energy (alpha / beta) ... -0.056 / -0.022 Eh
Relative energy (zero: lowest compared OMol25 entry of this formula, charge and spin) ... 253.9 kJ/mol
<S²> ... 1.7656

Atomic partial charges in e from the Mulliken method, atoms 1 to 4: H 0.333; H 0.472; H 0.335; C -1.655

Question: Which value of relative energy (zero: lowest compared OMol25 entry of this formula, charge and spin) does entry 10 give?
Answer: 253.9 kJ/mol

Question: Which of these has the highest relative energy (zero: lowest compared OMol25 entry of this formula, charge and spin)?
Answer: C6H13NO5

Question: Look up the DFT total energy of the sixth one.
Answer: -16986.998 eV

Question: DFT total energy of number 3 (C6H13NO4)?
Answer: -16110.821 eV